1.
A molecular structure, C5H9NO2 in a non-equilibrium geometry, computed with ωB97M-V/def2-TZVPD.

Properties
HOMO-LUMO gap   7.76 eV
Relative energy (zero: lowest compared OMol25 entry of this formula, charge and spin)   88.29 kcal per mole

Structure (XYZ):
```
17
Properties=species:S:1:pos:R:3:forces:R:3:nbo_charge:R:1
C -1.569 0.591 1.310 -0.003 -0.088 -0.239 -0.66
C -0.127 0.371 0.941 0.413 -0.059 0.797 0.36
O 0.510 -0.473 1.730 -0.106 -0.100 -0.709 -0.68
H 0.413 1.283 0.668 0.045 -0.164 -0.259 0.18
H -1.597 1.066 2.293 0.065 -0.050 -0.005 0.24
H -2.059 1.242 0.587 0.013 0.006 0.035 0.22
H -2.102 -0.357 1.366 0.027 0.014 0.033 0.23
C 1.560 -0.191 -0.959 -0.711 0.565 0.761 0.69
N 2.209 -0.897 -0.075 -0.181 -0.282 0.139 -0.91
C -0.090 -0.529 -0.745 0.578 -0.193 -0.661 -0.44
C -0.888 -0.012 -1.705 0.131 0.004 0.380 -0.12
O 1.827 0.669 -1.775 -0.025 -0.258 -0.180 -0.65
H 1.404 -0.819 1.175 -0.123 0.500 -0.224 0.50
H 3.216 -0.819 -0.179 -0.079 0.064 0.052 0.38
H -0.291 -1.544 -0.415 -0.086 0.028 0.081 0.24
H -1.768 -0.528 -2.071 -0.054 0.027 0.060 0.20
H -0.648 0.949 -2.147 0.097 -0.014 -0.061 0.21
```
Forces are in eV/Å.

=====

2.
C5H13N in the gas phase in a non-equilibrium geometry, computed with ωB97M-V/def2-TZVPD.

Properties
HOMO-LUMO gap   10.03 eV
SMILES   CCCCNC
Relative energy (zero: lowest compared OMol25 entry of this formula, charge and spin)   22.96 kcal per mole

Structure (XYZ):
```
19
Properties=species:S:1:pos:R:3:forces:R:3:nbo_charge:R:1
C 0.585 2.142 -0.281 -1.581 0.131 0.152 -0.62
C -0.941 1.778 -0.402 0.675 -0.491 -0.791 -0.39
C -1.321 0.331 -0.021 2.070 0.556 0.547 -0.40
C -0.268 -0.745 -0.364 -0.679 0.003 -0.559 -0.22
N 0.003 -1.586 0.790 0.395 0.117 0.319 -0.61
C 1.108 -2.500 0.545 -0.171 -0.326 -0.004 -0.42
H 0.659 2.968 0.406 0.242 0.480 0.178 0.21
H 1.180 1.349 0.141 0.293 -0.271 -0.143 0.20
H 0.926 2.472 -1.255 0.481 -0.159 0.016 0.21
H -1.227 1.937 -1.450 -0.139 0.269 0.287 0.19
H -1.501 2.439 0.252 -0.249 0.168 -0.262 0.20
H -2.268 0.043 -0.427 -0.699 -0.002 0.122 0.21
H -1.311 0.376 1.061 -0.677 -0.396 0.385 0.19
H 0.652 -0.308 -0.787 -0.201 -0.091 0.007 0.16
H -0.715 -1.386 -1.132 0.336 -0.070 -0.059 0.18
H 0.286 -0.988 1.566 -0.272 -0.083 -0.103 0.34
H 0.936 -3.054 -0.364 -0.247 -0.122 -0.505 0.19
H 1.147 -3.272 1.316 0.254 0.311 0.195 0.20
H 2.070 -1.996 0.405 0.170 -0.025 0.216 0.17
```
Forces are in eV/Å.

=====

3.
C3HNO2 in the gas phase in a non-equilibrium geometry, computed with ωB97M-V/def2-TZVPD.

Properties
HOMO-LUMO gap   9.82 eV
SMILES   c1onc2c1O2
Relative energy (zero: lowest compared OMol25 entry of this formula, charge and spin)   152.06 kcal per mole

Structure (XYZ):
```
7
Properties=species:S:1:pos:R:3:forces:R:3:nbo_charge:R:1
C -0.298 -0.010 -0.038 0.093 -1.422 -0.091 -0.01
O -0.758 -1.432 0.032 -0.204 2.032 -0.416 -0.34
N -2.210 -1.389 -0.055 -0.266 0.182 0.257 -0.12
C -2.558 -0.153 0.081 3.731 -0.636 0.049 0.39
C -1.387 0.719 0.099 0.168 -1.000 0.123 0.14
O -2.657 1.209 -0.054 -1.570 1.203 -0.356 -0.32
H 0.818 0.158 -0.189 -1.952 -0.358 0.433 0.25
```
Forces are in eV/Å.

=====

4.
2 unconnected molecules or ions with the total composition C5H16N2O in a non-equilibrium geometry, computed with ωB97M-V/def2-TZVPD.

Properties
HOMO-LUMO gap   9.30 eV
SMILES   C[C@H](N)CN(C)C.O
Relative energy (zero: lowest compared OMol25 entry of this formula, charge and spin)   72.73 kcal per mole

Structure (XYZ):
```
24
Properties=species:S:1:pos:R:3:forces:R:3:nbo_charge:R:1
C -1.920 -0.324 1.196 -1.791 -4.022 3.944 -0.62
C -0.537 -0.837 0.841 -0.477 3.301 -1.005 -0.08
N 0.437 -0.335 1.834 -3.606 0.044 -0.541 -0.89
C -0.355 -0.016 -0.486 1.351 -2.751 -0.852 -0.21
N 0.709 -0.655 -1.323 -2.449 1.688 -0.977 -0.45
C 2.037 -0.382 -0.857 -0.586 -5.666 0.509 -0.41
C 0.381 -0.283 -2.712 -1.746 -2.682 0.437 -0.41
H -2.011 -0.224 2.347 0.155 0.051 -1.556 0.20
H -2.230 0.607 0.798 -0.305 0.677 -0.704 0.21
H -2.667 -1.210 1.032 0.887 1.999 -0.289 0.22
H -0.454 -1.890 0.622 -0.235 -0.370 0.041 0.19
H 0.151 -0.580 2.777 1.231 -0.105 -0.334 0.39
H 1.304 -0.324 1.409 2.350 -0.314 0.631 0.38
H -1.229 0.054 -1.191 0.401 -0.447 1.490 0.20
H -0.063 0.978 -0.220 0.175 0.984 0.243 0.17
H 2.160 -1.228 -0.083 0.573 0.924 -0.942 0.18
H 2.231 0.421 -0.308 0.321 4.338 1.926 0.17
H 2.834 -0.529 -1.545 0.335 -0.169 -0.992 0.21
H 1.256 -0.053 -3.156 2.666 1.803 -1.861 0.19
H 0.102 -1.193 -3.296 -0.154 0.218 0.540 0.19
H -0.483 0.379 -2.865 0.838 0.386 0.171 0.19
O -0.669 2.906 1.560 1.454 -0.915 2.605 -0.95
H -0.155 2.695 2.453 -1.688 0.497 -3.026 0.48
H -0.831 2.023 1.174 0.299 0.535 0.544 0.47
```
Forces are in eV/Å.

=====

5.
A molecular structure, C43H37GeN10O4PSeTl in a non-equilibrium geometry, computed with ωB97M-V/def2-TZVPD.

Properties
HOMO-LUMO gap   3.61 eV
Total charge   -1
Relative energy (zero: lowest compared OMol25 entry of this formula, charge and spin)   17.22 kcal per mole

Structure (XYZ):
```
98
Properties=species:S:1:pos:R:3:forces:R:3:lowdin_charge:R:1
Tl -0.183 0.404 0.408 0.083 -0.128 -0.223 0.89
O -3.051 -3.019 -1.504 -0.059 -0.349 0.428 0.08
C -2.113 -2.486 -0.947 0.004 0.414 -0.843 -0.49
O -1.507 -1.395 -1.408 0.093 -0.654 0.856 -0.24
C -1.626 -2.948 0.385 0.258 -0.087 0.248 -0.16
C -1.805 -4.282 0.739 -0.001 0.038 -0.063 0.00
C -1.481 -4.674 2.025 0.002 0.045 -0.034 -0.05
C -1.037 -3.718 2.923 0.105 -0.035 -0.017 -0.01
C -0.856 -2.412 2.482 -0.042 -0.058 0.180 -0.21
N -1.116 -2.045 1.229 -0.111 -0.004 -0.046 0.13
C -0.358 -1.353 3.484 0.106 0.031 0.242 -0.68
O -0.283 -1.713 4.670 -0.071 -0.023 -0.102 -0.02
O -0.072 -0.220 3.016 -0.275 -0.088 -0.233 -0.19
H -2.197 -4.969 0.003 -0.041 0.029 -0.002 0.12
H -1.586 -5.709 2.326 -0.030 0.004 0.014 0.10
H -0.799 -3.948 3.952 -0.035 0.035 0.012 0.11
C 1.054 2.402 3.870 0.061 -0.214 0.100 -0.02
N 1.221 2.985 2.553 -0.020 -0.127 -0.157 -0.12
C 0.431 3.957 2.004 -0.094 0.189 -0.102 -0.09
C 0.972 4.245 0.781 -0.002 0.031 0.112 -0.16
N 2.067 3.467 0.562 -0.043 -0.278 -0.038 0.06
C 2.166 2.680 1.621 0.205 0.355 -0.278 -0.53
P 3.594 1.555 1.798 -0.334 -0.345 -0.020 1.16
C 3.894 1.185 0.036 -0.072 -0.058 0.068 -0.48
N 3.024 0.720 -0.830 -0.235 0.067 0.125 0.07
C 3.733 0.350 -1.926 -0.056 0.064 -0.012 -0.13
C 5.061 0.607 -1.733 0.068 -0.046 -0.095 -0.08
N 5.161 1.141 -0.481 0.067 0.114 0.074 -0.14
C 6.383 1.573 0.156 0.137 -0.088 0.090 -0.06
C 2.864 -0.080 2.247 0.208 -0.029 -0.194 -0.47
N 2.368 -0.969 1.405 0.171 0.216 -0.079 0.04
C 2.207 -2.120 2.104 0.067 0.028 0.070 -0.14
C 2.601 -1.937 3.399 0.084 -0.074 -0.045 -0.07
N 3.033 -0.646 3.482 -0.015 -0.113 -0.013 -0.12
C 3.545 -0.047 4.690 -0.070 -0.002 0.136 -0.05
H 0.313 2.979 4.420 0.017 0.040 -0.038 0.09
H 0.710 1.368 3.779 0.019 0.028 0.114 0.06
H 2.000 2.446 4.413 -0.018 0.064 0.003 0.08
H -0.435 4.344 2.514 0.020 -0.012 0.066 0.11
H 0.643 4.965 0.049 -0.058 0.011 0.024 0.09
H 3.252 -0.093 -2.780 -0.043 0.070 -0.135 0.10
H 5.918 0.468 -2.368 0.044 0.024 0.027 0.11
H 7.058 1.990 -0.591 -0.043 0.031 -0.003 0.09
H 6.152 2.336 0.897 0.054 -0.011 -0.027 0.06
H 6.881 0.737 0.651 0.002 0.043 0.018 0.09
H 1.803 -3.000 1.632 -0.011 -0.055 0.072 0.11
H 2.571 -2.576 4.264 -0.026 -0.008 0.004 0.13
H 4.392 -0.629 5.059 0.024 0.079 -0.007 0.09
H 3.868 0.971 4.482 0.053 -0.036 0.020 0.05
H 2.768 -0.034 5.456 -0.018 0.056 -0.032 0.10
Se -3.459 3.923 -0.526 -0.006 -0.111 0.225 1.10
N -4.153 4.124 1.098 -0.127 0.045 0.157 -0.25
C -3.884 3.009 1.756 0.298 0.104 -0.672 -0.41
C -4.222 2.728 3.100 -0.052 -0.429 0.562 -0.01
C -3.849 1.516 3.602 -0.356 0.728 0.220 -0.04
C -3.127 0.593 2.801 0.415 -0.217 -0.778 -0.10
N -2.769 0.814 1.566 -0.107 -0.415 0.430 0.08
C -3.140 1.999 1.024 -0.234 0.618 -0.225 -0.48
N -2.819 2.317 -0.219 0.092 -0.102 0.079 -0.23
H -4.751 3.462 3.693 -0.026 -0.004 -0.007 0.11
H -4.073 1.252 4.627 -0.014 -0.029 0.000 0.11
H -2.823 -0.361 3.217 0.006 0.019 0.084 0.11
C -2.261 -0.617 -2.345 0.051 1.259 -0.845 -0.30
Ge -1.603 -0.456 -4.134 -0.410 -0.406 0.821 0.95
C -1.136 -2.264 -4.799 0.046 0.384 -0.161 -0.26
C -2.080 -3.062 -5.444 0.058 0.029 -0.054 -0.11
C -1.857 -4.417 -5.632 -0.043 -0.044 0.008 -0.11
C -0.688 -5.000 -5.164 0.063 -0.062 -0.018 -0.12
C 0.262 -4.220 -4.520 0.017 -0.039 0.063 -0.11
C 0.038 -2.862 -4.340 -0.034 0.022 -0.050 -0.12
C -0.093 0.775 -4.480 -0.182 -0.273 0.004 -0.26
C 0.803 0.549 -5.521 0.064 -0.002 0.080 -0.12
C 1.755 1.503 -5.857 0.054 0.020 -0.005 -0.11
C 1.809 2.702 -5.160 0.029 0.042 -0.054 -0.11
C 0.914 2.942 -4.126 0.021 0.031 0.031 -0.09
C -0.030 1.984 -3.790 0.097 -0.099 0.101 -0.10
C -3.060 0.432 -5.125 0.222 -0.121 0.049 -0.25
C -3.112 0.504 -6.514 0.010 -0.045 0.042 -0.11
C -4.067 1.283 -7.153 -0.023 -0.010 -0.078 -0.11
C -4.990 2.001 -6.408 -0.043 0.021 -0.011 -0.12
C -4.961 1.928 -5.022 -0.015 0.009 -0.024 -0.10
C -3.998 1.155 -4.388 -0.082 -0.014 0.049 -0.11
H -3.311 -0.901 -2.308 0.105 -0.072 -0.163 0.02
H -3.008 -2.613 -5.783 -0.036 -0.045 -0.005 0.09
H -2.606 -5.029 -6.122 -0.003 0.009 -0.026 0.09
H -0.520 -6.063 -5.291 -0.002 -0.004 -0.009 0.09
H 1.168 -4.673 -4.134 0.009 -0.010 -0.032 0.09
H 0.774 -2.261 -3.814 0.019 -0.024 -0.009 0.10
H 0.765 -0.388 -6.068 -0.006 0.009 -0.009 0.09
H 2.458 1.311 -6.661 -0.013 0.012 -0.003 0.09
H 2.545 3.453 -5.424 0.012 -0.019 0.010 0.09
H 0.957 3.873 -3.575 0.029 0.003 0.010 0.10
H -0.714 2.154 -2.965 -0.046 0.003 0.000 0.09
H -2.389 -0.050 -7.104 0.011 0.031 -0.037 0.10
H -4.088 1.337 -8.236 0.003 -0.010 -0.005 0.09
H -5.729 2.618 -6.906 -0.013 -0.008 -0.002 0.09
H -5.685 2.479 -4.433 0.001 0.013 -0.007 0.09
H -3.958 1.109 -3.304 0.010 0.016 -0.001 0.08
```
Forces are in eV/Å.

=====

6.
C17H23BN2O4 in the gas phase in a non-equilibrium geometry, computed with ωB97M-V/def2-TZVPD.

Properties
HOMO-LUMO gap   8.11 eV
SMILES   C#CC(=O)N(CC)CC(=O)N[C@@H](Cc1ccc(C)cc1C)B(O)O
Relative energy (zero: lowest compared OMol25 entry of this formula, charge and spin)   72.08 kcal per mole

Structure (XYZ):
```
47
Properties=species:S:1:pos:R:3:forces:R:3:nbo_charge:R:1
C 1.710 6.250 0.711 -0.952 -5.223 -1.793 -0.15
C 1.532 5.098 0.288 1.013 4.145 1.987 -0.04
C 1.410 3.734 -0.114 -0.266 -3.465 -0.045 0.56
O 0.929 3.374 -1.182 0.098 1.147 -0.330 -0.60
N 1.795 2.673 0.751 -0.421 3.210 0.030 -0.43
C 2.150 2.889 2.156 0.797 0.410 0.348 -0.23
C 0.930 2.842 3.038 -2.071 -1.013 1.138 -0.65
C 1.937 1.377 0.179 2.051 0.125 -2.552 -0.31
C 0.770 0.469 0.177 -3.438 -0.064 -0.928 0.66
O 0.591 -0.284 1.090 0.125 -1.176 1.598 -0.61
N -0.215 0.567 -0.843 0.953 0.237 0.267 -0.63
C -1.717 0.340 -0.708 0.268 -0.022 -1.679 -0.39
C -2.105 -0.994 -0.047 1.011 -0.083 1.527 -0.44
C -1.401 -2.140 -0.768 0.213 -1.313 1.996 -0.03
C -1.350 -2.202 -2.146 0.146 0.364 -0.028 -0.20
C -0.688 -3.197 -2.793 0.476 -1.192 1.471 -0.22
C 0.001 -4.195 -2.101 -0.206 0.851 -0.256 -0.01
C 0.834 -5.169 -2.822 1.567 -0.920 -0.354 -0.63
C -0.017 -4.182 -0.729 -1.575 1.917 0.190 -0.22
C -0.771 -3.196 -0.013 0.805 -0.285 -0.581 0.04
C -0.712 -3.217 1.523 1.761 0.512 -0.961 -0.66
B -2.319 1.619 -0.080 -0.245 0.915 1.156 1.14
O -3.664 1.894 -0.246 -0.175 0.541 0.975 -0.90
O -1.541 2.446 0.693 -0.351 0.993 0.145 -0.92
H 1.746 7.181 1.159 0.181 1.360 0.394 0.23
H 2.798 2.019 2.407 -0.228 0.781 0.096 0.21
H 2.727 3.848 2.328 -0.527 -1.077 -0.587 0.21
H 0.499 1.797 2.962 0.131 1.191 -0.132 0.23
H 1.110 2.940 4.119 0.622 0.064 -0.298 0.22
H 0.089 3.589 2.888 1.161 -0.753 -0.548 0.22
H 2.178 1.491 -0.901 0.132 0.296 0.523 0.23
H 2.848 0.946 0.620 -0.698 -0.431 0.092 0.23
H -0.014 1.263 -1.553 0.091 -0.073 0.226 0.41
H -2.153 0.368 -1.762 0.873 -0.294 0.957 0.22
H -3.228 -1.179 -0.017 1.399 0.592 0.075 0.24
H -1.630 -0.911 1.023 -1.419 -0.438 -1.844 0.25
H -1.707 -1.422 -2.791 -0.546 0.380 0.138 0.20
H -0.682 -3.229 -3.823 0.080 0.081 -2.182 0.20
H 0.312 -5.741 -3.569 -0.625 -0.586 0.000 0.22
H 1.630 -4.747 -3.436 0.045 0.688 0.119 0.22
H 1.401 -5.832 -2.142 -0.629 0.043 -0.220 0.21
H 0.595 -4.898 -0.260 0.400 -0.770 1.042 0.20
H -0.155 -2.341 1.845 -0.145 0.406 -0.009 0.25
H -0.154 -4.010 2.037 -0.238 -0.406 -0.870 0.22
H -1.654 -3.163 1.960 -1.838 0.081 0.746 0.21
H -4.053 2.608 0.328 0.948 -0.971 -0.920 0.50
H -0.593 2.623 0.563 -0.757 -0.774 -0.120 0.51
```
Forces are in eV/Å.